Computed, not measured: a 12-piece molecular cluster, H23O12 overall, with ωB97M-V/def2-TZVPD.

The geometry in XYZ format:
```
35
Properties=species:S:1:pos:R:3:forces:R:3:lowdin_charge:R:1
O -1.020 1.881 1.605 0.936 -0.224 0.244 -0.05
H 1.519 -1.174 4.474 -0.288 0.258 0.226 0.03
H 0.037 0.258 -0.530 -0.328 0.484 0.335 0.00
O -4.455 -1.929 -0.407 -0.488 -0.286 -0.247 -0.05
H -3.838 -1.235 -0.184 -0.200 0.170 0.362 -0.03
H -3.941 -2.413 -1.060 -0.213 -0.255 -0.071 0.03
O 2.820 -1.321 -2.575 -0.527 -0.016 0.106 -0.04
H 2.054 -1.832 -2.868 0.329 -0.212 -0.253 0.03
O 0.825 0.706 -0.818 1.013 0.576 -1.261 -0.04
H 0.255 1.458 -3.803 -0.753 0.299 -1.299 0.03
H 0.850 1.660 -0.700 -0.455 -0.116 0.555 0.06
O 0.752 -1.741 4.317 0.677 0.007 -0.358 -0.06
H -2.254 0.315 -0.932 -0.940 2.503 -0.545 0.02
H 1.969 3.793 0.963 -0.041 0.154 0.172 0.03
O -2.037 -1.047 -0.439 1.010 -0.203 0.154 0.05
H -1.591 -0.561 0.276 0.248 -0.653 0.590 0.04
H 2.449 -0.891 -1.797 0.510 0.271 -0.312 -0.01
O 0.749 2.270 -4.033 -0.118 -1.551 1.713 -0.07
H 1.292 2.081 -3.245 0.905 1.170 -0.382 0.02
H 0.663 1.535 3.397 0.274 -0.113 -0.319 0.03
O -0.172 -3.727 -2.354 -0.030 0.426 0.378 -0.06
H -0.246 -3.930 -1.413 0.040 -0.328 -0.085 0.03
H -0.028 -2.774 -2.297 -0.036 -0.047 -0.228 0.00
O -2.567 1.291 -0.718 0.712 -1.626 -0.220 -0.07
H -1.940 1.850 -1.201 -0.133 -0.071 -0.034 0.06
H -1.550 2.395 2.217 -0.438 -0.116 -0.217 0.05
O 1.534 1.824 3.717 -0.647 0.155 0.367 -0.05
H -1.590 1.389 1.000 -0.595 0.692 0.132 -0.02
H 1.309 -1.796 0.804 0.096 0.045 -0.098 0.06
O 0.964 -1.586 -0.070 -0.682 -1.331 0.409 -0.04
H 1.293 2.348 4.492 0.275 -0.081 0.060 0.06
H 1.158 -2.404 3.743 -0.369 -0.208 0.108 0.03
O 2.419 3.059 1.385 0.111 -0.011 -0.160 -0.07
H 1.538 -0.924 -0.448 0.183 0.426 0.481 -0.01
H 2.111 3.011 2.305 -0.036 -0.187 -0.306 -0.01
```
Positions in Å, forces in eV/Å.

Its total energy is -24939.30508 eV. The net charge is 0. The calculation puts the HOMO-LUMO gap (alpha / beta) at 10.90 / 6.89 eV. The value obtained for the LUMO energy (alpha / beta) is -0.5 / -4.5 eV. Its spin multiplicity is 2. Its expectation value of S² is 0.754. The value obtained for the energy above the lowest of the compared OMol25 structures with the same formula, charge and spin is 21.3 kcal per mole.